A structure of composition C4H12NPS2 in a non-equilibrium geometry. Source: OMol25; level of theory: ωB97M-V/def2-TZVPD.

Properties
E_LUMO   -0.5 eV
F_max   0.048 hartree/bohr
Multiplicity   1
Charge   0
Frontier orbital gap   8.04 eV
DFT total energy   -1352.092513 hartree

Structure (XYZ):
```
20
C4H12NPS2 | OMol25 | ωB97M-V/def2-TZVPD
C 0.833 -1.837 1.986
C 0.973 1.326 -2.350
C -2.544 1.044 0.494
C 0.365 -1.503 0.581
N 0.511 0.222 -1.531
P 0.907 0.204 0.102
S 2.730 0.691 0.495
S -1.041 1.846 1.100
H 0.619 -2.880 2.216
H 1.907 -1.674 2.071
H 0.333 -1.203 2.717
H 0.382 2.236 -2.212
H 2.005 1.539 -2.073
H 0.936 1.028 -3.398
H -2.584 1.069 -0.593
H -3.366 1.630 0.898
H -2.615 0.024 0.865
H -0.721 -1.583 0.492
H 0.827 -2.162 -0.160
H -0.459 -0.019 -1.699
```

---

A structure of composition C4H12NS2 in a non-equilibrium geometry. Source: OMol25; level of theory: ωB97M-V/def2-TZVPD.

Properties
E_LUMO   -8.5 eV
F_max   0.031 hartree/bohr
Multiplicity   1
Charge   +1
Frontier orbital gap   4.41 eV
DFT total energy   -1010.323949 hartree

Structure (XYZ):
```
19
C4H12NS2 | OMol25 | ωB97M-V/def2-TZVPD
N -1.819 0.498 -2.632
C -1.380 -0.851 -2.809
C -0.670 -1.403 -1.548
S 0.851 -0.558 -1.165
S 0.024 1.220 1.108
C 1.363 0.450 2.104
C 1.539 1.141 3.468
H 0.342 0.269 0.067
H -1.207 1.182 -2.228
H -2.804 0.652 -2.524
H -2.235 -1.515 -2.895
H -0.639 -0.928 -3.608
H -1.294 -1.487 -0.653
H -0.246 -2.415 -1.702
H 2.285 0.578 1.536
H 1.166 -0.624 2.109
H 1.913 0.432 4.195
H 2.257 1.942 3.334
H 0.553 1.417 3.843
```

---

A cluster of 2 separate species, C4H12O in total in a non-equilibrium geometry. Source: OMol25; level of theory: ωB97M-V/def2-TZVPD.

Properties
E_LUMO (alpha / beta)   4.2 / 4.1 eV
F_max   0.063 hartree/bohr
<S²>   0.75
Multiplicity   2
Charge   -1
Frontier orbital gap (alpha / beta)   2.85 / 10.48 eV
DFT total energy   -234.742107 hartree

Structure (XYZ):
```
17
C4H12O | OMol25 | ωB97M-V/def2-TZVPD
C 0.913 0.398 -2.597
C 0.233 1.437 -1.736
O 0.313 -0.933 -2.297
H 0.957 0.298 -3.676
H 1.941 0.269 -2.230
H -0.851 1.423 -1.617
H -0.412 -0.752 -1.665
H 0.526 2.449 -2.048
H 0.702 1.462 -0.751
C -1.268 -0.920 2.419
C 0.237 -0.578 2.291
H -1.949 -0.338 1.799
H -1.301 -1.959 2.072
H -1.772 -0.884 3.394
H 0.816 -1.492 2.290
H 0.357 -0.054 1.337
H 0.559 0.174 3.016
```

---

A cluster of 2 separate species, C4H12O in total in a non-equilibrium geometry. Source: OMol25; level of theory: ωB97M-V/def2-TZVPD.

Properties
E_LUMO   0.9 eV
F_max   0.039 hartree/bohr
Multiplicity   1
SMILES   CCO.CC
Charge   0
Frontier orbital gap   11.30 eV
DFT total energy   -234.802467 hartree

Structure (XYZ):
```
17
C4H12O | OMol25 | ωB97M-V/def2-TZVPD
C 2.034 0.853 0.477
C 0.653 1.438 0.451
O 2.537 0.596 1.799
H 2.136 -0.064 -0.107
H 2.737 1.602 0.084
H 0.448 1.667 -0.599
H 1.842 0.089 2.259
H 0.651 2.417 0.938
H -0.116 0.867 0.985
C -1.413 -1.343 -1.512
C -1.833 -1.083 -0.069
H -1.171 -2.407 -1.531
H -2.068 -1.084 -2.342
H -0.545 -0.696 -1.773
H -2.246 -0.094 0.147
H -0.975 -1.040 0.568
H -2.671 -1.716 0.225
```

---

A cluster of 2 separate species, C4H12O in total in a non-equilibrium geometry. Source: OMol25; level of theory: ωB97M-V/def2-TZVPD.

Properties
E_LUMO (alpha / beta)   -4.2 / -10.4 eV
F_max   0.042 hartree/bohr
<S²>   0.75
Multiplicity   2
Charge   +1
Frontier orbital gap (alpha / beta)   10.66 / 4.37 eV
DFT total energy   -234.418565 hartree

Structure (XYZ):
```
17
C4H12O | OMol25 | ωB97M-V/def2-TZVPD
C 1.776 -0.499 -0.764
C 2.602 -1.299 0.265
H 1.033 0.192 -0.332
H 2.319 -0.026 -1.562
H 1.027 -1.177 -1.196
H 3.226 -1.963 -0.322
H 1.844 -1.913 0.744
H 3.117 -0.689 0.998
C -1.997 0.671 0.919
C -1.562 1.472 -0.341
O -2.031 -0.638 0.485
H -1.267 0.775 1.722
H -2.956 0.895 1.409
H -1.016 0.807 -1.019
H -2.845 -0.774 -0.060
H -0.893 2.271 -0.019
H -2.378 1.894 -0.925
```

---

A cluster of 2 separate species, C4H12O in total in a non-equilibrium geometry. Source: OMol25; level of theory: ωB97M-V/def2-TZVPD.

Properties
E_LUMO (alpha / beta)   -3.8 / -10.5 eV
F_max   0.035 hartree/bohr
<S²>   0.75
Multiplicity   2
Charge   +1
Frontier orbital gap (alpha / beta)   11.35 / 4.31 eV
DFT total energy   -234.412453 hartree

Structure (XYZ):
```
17
C4H12O | OMol25 | ωB97M-V/def2-TZVPD
C -0.569 -0.658 -0.866
C -0.310 -1.570 -2.066
C -1.827 -0.951 -0.050
H 0.439 -0.676 -0.389
H -0.713 0.358 -1.261
H -1.162 -1.615 -2.761
H -0.201 -2.620 -1.794
H -2.301 -1.817 -0.512
H -1.596 -1.069 1.013
H 0.602 -1.373 -2.631
H -2.545 -0.138 -0.137
C 1.851 1.941 1.378
O 0.672 1.180 1.470
H 0.841 0.299 1.854
H 1.698 2.818 2.029
H 2.759 1.420 1.673
H 1.849 2.215 0.302
```